# C18H18ClNO2

C18H18ClNO2 in the gas phase (ωB97M-V/def2-TZVPD, OMol25).

## Properties
* Kohn-Sham gap: 9.346 eV
* SMILES string: C[C@@H](Oc1ccc(Cl)cc1)C(=O)N1CCCc2ccccc21
* E: -37066.30747 eV
* E_HOMO: -8.609 eV
* charge: 0
* LUMO energy: 0.74 eV

Last column: natural (NBO) charge in e.
Element x y z (Å)
N 0.39121 -0.21106 -0.66144  -0.46
H 4.57351 -0.94742 1.06282  0.21
C -0.67182 2.09892 1.71203  -0.30
C 1.67860 -2.18441 -1.15802  0.05
O 1.58797 1.66428 -1.05387  -0.62
H -1.43464 0.94123 -2.92470  0.21
H 2.90406 -3.88569 -1.54974  0.21
H 2.52853 0.40474 0.85702  0.23
C 2.61467 -0.52972 0.32745  -0.18
C 0.50990 1.11206 -0.92815  0.67
H 0.24832 2.34639 1.20799  0.24
C 2.82852 -2.94263 -1.02766  -0.23
H 4.77625 -3.08323 -0.15525  0.21
C -0.75262 1.97040 -1.13194  0.01
C -1.15876 1.94301 -2.60625  -0.61
C -0.87500 -0.93542 -0.62919  -0.20
H -1.64294 -2.78730 -1.40448  0.22
C 1.57669 -0.96964 -0.48021  0.12
H 0.32987 -2.01308 -2.81357  0.21
C -0.71370 -2.42163 -0.96615  -0.40
C 3.87664 -2.49271 -0.24258  -0.21
C 3.76389 -1.29276 0.43801  -0.21
Cl -1.91355 1.90902 5.49837  0.00
C -2.97715 1.41201 1.69504  -0.20
H 0.54959 -3.66841 -2.22108  0.22
C -1.87475 1.84019 3.77010  -0.07
C -0.70928 2.15499 3.09526  -0.19
H -0.32367 2.28784 -3.20945  0.23
C -3.01416 1.46772 3.07174  -0.22
H 0.17271 2.44363 3.64485  0.23
H -2.00990 2.60152 -2.75920  0.22
H -0.52264 -2.99395 -0.05604  0.21
H -1.55805 -0.47778 -1.34468  0.21
O -1.88429 1.62534 -0.35472  -0.50
H -3.84996 1.12646 1.12962  0.22
H -0.44155 2.99771 -0.88677  0.21
C 0.46556 -2.62493 -1.91723  -0.44
H -3.92014 1.22464 3.60379  0.23
H -1.32041 -0.83722 0.36876  0.21
C -1.80752 1.72689 0.99952  0.29

***

# C18H18ClNO4S

C18H18ClNO4S in the gas phase at a distorted geometry (ωB97M-V/def2-TZVPD, OMol25).

## Properties
* Kohn-Sham gap: 8.857 eV
* SMILES string: CC(=O)c1ccc2c(c1)[C@H](NC(=O)c1ccsc1Cl)[C@@H](O)C(C)(C)O2
* E: -51994.25227 eV
* E_HOMO: -8.936 eV
* charge: 0
* LUMO energy: -0.08 eV

Last column: natural (NBO) charge in e.
Element x y z (Å)
S 2.07931 4.87842 -0.70553  0.43
H -5.15107 -1.22414 -0.22405  0.22
C -1.18602 -1.49725 1.27385  0.35
C 1.46174 -1.22272 2.24022  -0.22
H 0.18383 -1.31574 -1.76837  0.26
C -1.93574 -1.11631 -1.46835  0.08
C 1.51894 2.47572 -1.74130  -0.20
H 0.88946 -2.23146 3.99609  0.25
H -1.54293 -2.10478 3.42211  0.23
H -2.25651 1.19048 0.08381  0.21
C 4.00832 -0.46738 2.02843  -0.73
H 3.46775 2.25500 -2.88732  0.25
C 0.50129 -1.81640 3.05186  -0.15
H -0.42638 1.23115 -0.56355  0.38
C 0.99571 1.08401 -1.99809  0.67
H 4.16337 4.47886 -2.28102  0.24
H -4.52296 -1.16985 -1.78476  0.22
C -3.14593 0.68258 -0.22085  -0.63
C 1.11781 -0.99462 0.85962  -0.06
H 3.78033 0.62050 1.87101  0.23
H 4.26418 -1.01199 1.06071  0.23
O 1.61428 0.38029 -2.77159  -0.59
Cl -0.51642 3.76290 -0.03050  0.03
O 3.14171 -1.31167 3.98027  -0.55
H 4.96817 -0.52129 2.72573  0.24
H 1.87153 -0.58561 0.14701  0.22
H -4.19591 -2.60091 -0.79564  0.22
N -0.19717 0.63543 -1.36404  -0.64
C 2.85558 2.84278 -2.27802  -0.21
H -2.19390 -3.04795 -0.99777  0.47
C 2.84628 -1.10275 2.82837  0.57
C -0.20844 -1.21897 0.37192  -0.19
O -2.53331 -1.47342 0.95207  -0.52
C -0.79572 -1.83774 2.68299  -0.25
C -0.45215 -0.82116 -1.06230  -0.08
O -1.91622 -2.53570 -1.77096  -0.73
H -3.51877 1.07146 -1.17380  0.23
H -2.18803 -0.46890 -2.31836  0.21
C 0.99670 3.55499 -0.92538  -0.21
C -2.98287 -0.84924 -0.32458  0.26
H -3.84374 0.90921 0.52538  0.22
C -4.26975 -1.55344 -0.79539  -0.62
C 3.25364 4.04759 -1.84996  -0.35

***

# C18H18ClO5Ti

A molecular structure, C18H18ClO5Ti at a distorted geometry (ωB97M-V/def2-TZVPD, OMol25).

## Properties
* Kohn-Sham gap (alpha / beta): 4.900 / 7.677 eV
* spin multiplicity: 3
* E: -64822.32996 eV
* ⟨S²⟩: 2.008
* E_HOMO (alpha / beta): -2.224 / -5.016 eV
* charge: -1
* LUMO energy (alpha / beta): 2.68 / 2.66 eV

Last column: natural (NBO) charge in e.
Element x y z (Å)
O 1.24628 2.81122 -1.71457  -0.46
H -3.25831 0.43197 -2.74165  0.20
H 3.86435 -0.79651 1.30216  0.22
C 1.85634 4.98901 -3.15650  -0.24
C 2.09507 -1.42331 2.56373  -0.42
O -1.37569 -2.31161 3.59862  -0.84
H 3.03122 1.71489 1.81206  0.21
C 0.96217 -0.63979 3.04359  -0.49
Cl -0.84478 -3.53147 2.91110  1.79
H -0.99233 3.89640 -5.62446  0.21
O 0.48643 -3.90302 3.46973  -0.84
O -0.94517 -0.39806 0.76030  -0.81
C 2.94306 -0.56162 1.84048  -0.36
C -2.05957 -1.08228 0.06895  0.00
H 2.03800 -2.49496 2.36591  0.24
C -2.88060 -0.00795 -0.61359  -0.16
H 3.31478 2.79042 -2.45425  0.17
C 0.47973 3.26428 -4.22578  -0.21
C 1.19720 5.99967 -3.85678  -0.22
H 2.30403 5.23935 -2.18807  0.22
C -1.63151 -1.98984 -1.07894  -0.21
C 1.65148 3.62339 -3.52848  0.03
C 2.21884 2.62317 -2.66759  0.01
O -0.60193 -3.12546 1.37951  -0.91
H 0.72894 1.61958 3.05145  0.21
H -3.26925 0.83752 -0.07205  0.21
C 1.25672 0.73336 2.70282  -0.28
C 2.50294 0.78231 2.04534  -0.30
H 1.39082 7.12745 -3.72209  0.22
H -2.62696 -1.63443 0.82538  0.21
C -2.09065 -1.44726 -2.26167  -0.25
H -1.91942 -1.82391 -3.27965  0.20
Ti 0.55230 -1.26237 1.10509  1.15
H -0.21018 6.32490 -5.57715  0.20
H 1.00319 0.90003 -3.02613  0.21
H -1.10289 -2.93181 -0.93184  0.23
H 2.09871 0.90389 -1.39553  0.24
C 1.50524 1.38504 -2.18631  -0.13
H 0.10556 -0.90697 3.63536  0.27
C -2.83979 -0.20794 -1.97139  -0.26
C -0.17476 4.20540 -4.96764  -0.22
H 0.05945 2.37992 -3.94180  0.21
C 0.22195 5.56456 -4.86130  -0.24

***

# C18H18ClO6

4 unconnected molecules or ions with the total composition C18H18ClO6 at a distorted geometry (ωB97M-V/def2-TZVPD, OMol25).

## Properties
* Kohn-Sham gap: 8.060 eV
* E: -43763.15432 eV
* E_HOMO: -5.563 eV
* charge: -1
* LUMO energy: 2.50 eV

Last column: natural (NBO) charge in e.
Element x y z (Å)
C 3.12000 3.85458 1.84253  -0.27
H -7.29300 -3.33342 -1.36347  0.19
H -3.05200 -1.54042 -0.05247  0.24
H 3.48600 -2.32742 2.35453  0.22
H -7.22400 -0.92942 -0.42647  0.21
H 1.79200 3.58758 -1.64947  0.19
O 1.05300 -1.06842 2.31653  -0.72
C 1.81500 2.95058 1.55653  -0.28
C 3.19700 4.64658 -0.51347  -0.29
C 3.52000 -1.81442 -1.02747  0.26
H -0.08400 2.00558 0.62753  0.52
H 3.17800 4.24258 2.86953  0.21
C -3.96200 -1.87042 -0.42147  -0.27
C -4.05800 -3.05942 -1.02647  -0.24
C -6.43700 -2.87042 -1.23247  -0.22
O -4.95200 0.15458 0.38153  -0.68
C 2.18600 3.73258 -0.78047  -0.20
H 0.49700 -0.23142 -0.00747  0.26
H -4.13000 0.17658 0.89353  0.52
C -6.29000 -1.42642 -0.71447  -0.27
C 1.54000 -0.79742 0.10153  -0.21
C 1.94100 -1.37942 1.28653  0.24
O -5.27800 -4.99442 -1.93947  -0.71
H 1.91800 -0.76242 -2.03847  0.21
C 3.74700 4.63958 0.78053  0.26
H 4.98600 6.00858 0.38253  0.46
H 0.47200 -0.33442 2.24453  0.51
O 0.44100 2.20758 -0.20147  -0.68
H 3.97200 -1.75142 -2.77947  0.46
H -4.53400 -5.42542 -1.72547  0.46
C -5.24200 -3.59942 -1.52447  0.23
H 4.70300 -2.91942 0.39553  0.20
C 3.09400 -2.06942 1.36853  -0.24
C 3.88400 -2.38542 0.21253  -0.25
Cl -2.11600 0.85558 1.84653  -0.94
C -5.03200 -0.99242 -0.27747  0.30
O 4.86700 5.40058 1.06153  -0.68
O 4.37100 -2.08842 -2.04347  -0.66
H 3.81500 5.10158 -1.20947  0.20
C 1.43000 2.94658 0.22353  0.28
H -3.04200 -3.69042 -1.08747  0.20
C 2.28600 -1.18542 -1.16647  -0.30
H 1.41500 2.33558 2.46253  0.25

***

# C18H18F2IrN7O2S2

A molecular structure, C18H18F2IrN7O2S2 at a distorted geometry (ωB97M-V/def2-TZVPD, OMol25).

## Properties
* Kohn-Sham gap (alpha / beta): 6.497 / 6.760 eV
* spin multiplicity: 2
* E: -63422.12548 eV
* ⟨S²⟩: 0.753
* E_HOMO (alpha / beta): -10.000 / -10.280 eV
* charge: +1
* LUMO energy (alpha / beta): -3.50 / -3.52 eV

Last column: natural (NBO) charge in e.
Element x y z (Å)
C -0.78527 1.77096 3.12808  -0.07
H 2.49741 -1.88342 4.35326  0.44
H 2.23910 -2.65147 0.23251  0.26
C 0.39932 -2.53220 -1.77698  -0.21
S -2.02632 3.89717 -0.91054  0.42
N 0.53640 0.71827 4.52587  -0.48
C -2.45266 0.00471 -2.14920  0.55
H -3.10373 0.76657 0.54455  0.43
N -0.88038 1.84900 0.00293  -0.40
H -4.09368 2.03312 -0.07456  0.42
N -0.10796 0.79259 2.43835  -0.45
C 0.58444 4.79127 -1.58342  -0.45
C -0.59903 -4.17282 -0.32050  -0.25
C 1.44962 -0.92317 2.79478  0.31
C 0.59733 4.63935 -3.10969  -0.60
C -0.42103 -2.83835 -0.69655  -0.09
H -3.46028 0.00690 -1.73781  0.10
C 0.66720 0.17288 3.30488  0.32
H 1.65685 -3.29956 -3.31487  0.24
N -3.19347 1.72894 0.25226  -0.79
H 0.22204 5.78320 -1.30895  0.23
H 1.00172 0.43633 5.37147  0.44
H 3.36666 -3.50150 2.60557  0.25
O 0.93903 -0.26892 -1.25824  -0.74
H -0.09585 -6.21493 -0.70441  0.22
F -2.26704 -0.91350 -3.07463  -0.31
C 2.13923 -2.25863 1.23038  -0.04
Ir 0.10700 0.11040 0.47460  1.01
C 1.04213 -3.56052 -2.46344  -0.16
F -2.08491 1.20366 -2.62361  -0.35
O 0.74832 -0.85011 -3.39616  -0.57
C 0.05083 -5.18552 -1.00455  -0.20
H 1.40780 -5.66596 -2.60015  0.23
H -1.25326 -4.40208 0.51119  0.22
N 2.26034 -1.82309 3.37830  -0.48
S -1.34409 -1.64996 0.22443  0.01
N 0.14163 2.65973 -0.43372  -0.27
C -0.38902 1.73736 4.42796  -0.05
H 1.58899 4.66873 -1.18106  0.25
C 2.70597 -2.68053 2.39294  -0.05
H -1.49992 2.41934 2.65354  0.24
C 0.88520 -4.87872 -2.07327  -0.21
H -0.39476 4.80356 -3.53161  0.21
H -0.66805 2.34018 5.27322  0.25
C -2.07451 2.34425 -0.17925  0.27
H 0.93184 3.64148 -3.39164  0.23
C 0.66518 -1.13067 -2.22736  0.77
H 1.27640 5.36939 -3.54681  0.23
C -0.28013 3.75392 -0.95036  0.11
N 1.36733 -1.15761 1.50225  -0.42

***

# C18H18F5NO5SSeSiTi

A molecular structure, C18H18F5NO5SSeSiTi (ωB97M-V/def2-TZVPD, OMol25).

## Properties
* Kohn-Sham gap (alpha / beta): 4.430 / 4.432 eV
* E: -151454.54036 eV
* E_HOMO (alpha / beta): 0.258 / 0.256 eV
* charge: -2
* LUMO energy (alpha / beta): 4.69 / 4.69 eV

Last column: natural (NBO) charge in e.
Element x y z (Å)
C -1.70025 -1.63359 4.23439  -0.63
C 1.08552 3.43814 -0.48588  0.32
Si -3.38463 -1.87275 -0.65317  1.44
C -1.21294 -0.67403 3.16331  -0.06
C 2.09496 4.08747 -1.17683  0.26
H 5.15932 0.41675 -2.56742  0.19
C 3.02137 0.75518 -2.68024  -0.17
H 3.03511 1.39765 -3.55309  0.22
C 2.81864 -0.82219 -0.44857  -0.05
C -3.44677 -0.00537 -0.41701  -1.13
F 3.04021 1.26298 1.61563  -0.30
H -4.14852 -3.74936 0.78921  0.22
H -2.84454 0.33203 0.43151  0.24
F 4.99713 2.49697 0.25903  -0.31
C 1.34371 2.44471 0.45757  -0.24
C 1.80062 0.49929 -2.10760  -0.06
C 2.52325 -1.64388 0.75035  0.77
F 4.40298 4.38605 -1.60620  -0.31
C 2.69256 2.16246 0.68719  0.31
H 4.91190 -1.03105 -0.49784  0.22
O 1.23692 -1.64222 0.99939  -0.83
H -0.23962 -0.25305 3.42373  0.20
H -4.65912 -3.35285 -2.20287  0.22
C -4.08249 -2.66559 0.91510  -1.13
H -2.67925 -2.03961 3.97492  0.20
H -5.63453 -1.93569 -1.75978  0.20
O 0.31283 1.73231 -3.52388  -0.68
H -1.77550 -1.12090 5.19694  0.19
H -0.35435 -1.90082 1.89734  0.53
H -4.32775 -1.79033 -2.95496  0.23
H -4.47706 0.32246 -0.23833  0.21
N 1.66993 -0.30204 -0.99305  -0.54
H -5.07992 -2.27974 1.15345  0.20
Se -1.35876 -2.62920 -1.17985  -0.71
C 3.41430 3.76158 -0.93811  0.24
S 0.06951 1.57137 1.27920  -0.32
Ti -0.05596 -0.50996 -0.14082  1.35
H -3.41314 -2.46386 1.75300  0.24
C 0.48165 1.01057 -2.54773  0.76
F 1.80504 5.04513 -2.07237  -0.31
O -1.14199 -1.32145 1.89726  -0.74
C 3.71165 2.79580 0.00551  0.30
H -1.00262 -2.46632 4.34541  0.20
F -0.16877 3.82145 -0.73854  -0.30
O 3.37124 -2.23699 1.40667  -0.68
O -0.45835 0.58384 -1.74097  -0.78
C -4.62679 -2.27527 -2.02360  -1.12
C 4.05799 -0.58493 -0.99296  -0.17
C 4.18914 0.21181 -2.13465  -0.35
H -3.06694 0.50739 -1.30375  0.27
H -1.90694 0.15968 3.04398  0.18

***

# C18H18N2

A gas-phase ion, C18H18N2 (charge +2) (ωB97M-V/def2-TZVPD, OMol25).

## Properties
* Kohn-Sham gap: 5.753 eV
* E: -21923.61761 eV
* E_HOMO: -14.082 eV
* charge: +2
* LUMO energy: -8.33 eV

Last column: natural (NBO) charge in e.
Element x y z (Å)
C 4.02748 3.25954 -1.98268  0.11
H 0.76192 -0.46982 2.01946  0.26
H -4.67168 -0.49400 0.13845  0.23
C 2.87480 1.16135 -1.81360  0.05
H -1.29463 -1.63784 3.54372  0.22
N 0.35849 -1.54751 0.30332  -0.22
C 0.53670 -1.69724 -1.01628  0.11
C -2.02227 -1.37153 2.78586  -0.18
H 5.09818 3.53555 -3.68963  0.46
H 1.43223 -0.98728 -2.78659  0.25
C 3.39415 0.82758 -3.07069  -0.20
C 0.96129 -0.54690 0.96080  0.11
H -3.31230 -0.41809 4.18901  0.23
C -2.78513 -1.41607 0.51167  -0.15
H -2.65346 -1.72059 -0.52074  0.20
H 2.84479 2.75585 -0.32714  0.26
H 4.30859 4.23312 -1.60937  0.27
H -6.18590 -0.38077 2.81316  0.25
C -3.92652 -0.73226 0.88485  -0.20
N 4.49775 2.89276 -3.18338  -0.40
C -1.81920 -1.73655 1.45949  -0.14
C 4.20500 1.70519 -3.74051  0.11
C 1.78063 0.34048 0.30490  -0.19
H 3.20072 -0.12406 -3.53688  0.26
C -4.13893 -0.35474 2.21198  0.03
C -5.39866 0.34744 2.61769  -0.64
H 0.01997 -2.51943 -1.48714  0.26
H 2.24994 1.10557 0.90449  0.25
C 1.99408 0.21406 -1.06810  0.02
C 1.34424 -0.83634 -1.72277  -0.19
H -0.01461 -2.79129 1.92900  0.24
H -5.25372 0.93176 3.52283  0.23
H 4.63609 1.49639 -4.70808  0.27
H -0.77062 -3.29768 0.39926  0.24
C -3.16904 -0.68855 3.15201  -0.20
H -5.75365 1.01168 1.83327  0.23
C 3.21496 2.40779 -1.27946  -0.20
C -0.57167 -2.45756 1.05779  -0.22

***

# C18H18N2O5

C18H18N2O5 in the gas phase at a distorted geometry (ωB97M-V/def2-TZVPD, OMol25).

## Properties
* Kohn-Sham gap: 8.536 eV
* SMILES string: CN[C@H](C(=O)c1ccccc1)[C@@H](OC(C)=O)c1cccc([N+](=O)[O-])c1
* E: -32173.22704 eV
* E_HOMO: -8.923 eV
* charge: 0
* LUMO energy: -0.39 eV

Last column: natural (NBO) charge in e.
Element x y z (Å)
H -0.56034 2.00093 0.78076  0.23
O 0.07378 -1.93015 0.31128  -0.52
C -2.28549 -0.90476 -2.20944  -0.20
C 0.59148 0.20942 1.21135  -0.16
C 0.93947 -1.11334 0.52216  0.57
C -2.52642 0.26881 0.29719  -0.13
H -4.29950 -1.60721 -1.90006  0.25
C 2.06225 3.23594 -1.81594  -0.72
C -3.46572 -1.04763 -1.50553  -0.17
H 1.92930 2.55771 -2.65336  0.23
C 2.36051 -1.36809 0.17950  -0.06
H -0.13304 -0.04707 1.99488  0.23
C 2.94592 -2.54315 0.64258  -0.19
C -1.23099 -0.18960 -1.66718  -0.16
C 4.41612 -0.80182 -0.93028  -0.20
C 3.10208 -0.50294 -0.61893  -0.24
C 4.26625 -2.82634 0.34603  -0.20
C 1.43753 1.85644 2.80761  -0.42
C 5.00434 -1.95523 -0.43807  -0.20
H -0.30721 -0.08911 -2.21549  0.22
H 2.35800 -3.22019 1.24327  0.23
H 6.03394 -2.17899 -0.67431  0.22
N 1.72816 0.81398 1.84132  -0.62
C -3.57318 -0.45548 -0.25351  0.00
H 0.72460 1.47065 3.53559  0.19
H 4.98438 -0.13275 -1.56007  0.21
O -4.84808 -0.08665 1.59458  -0.38
N -4.79880 -0.59452 0.49475  0.53
H 4.71836 -3.73253 0.72021  0.22
C 1.09938 2.90414 -0.70844  0.81
H 3.07972 3.14489 -1.43766  0.24
H 1.03330 2.77554 2.36533  0.19
H 1.90909 4.26495 -2.12842  0.25
C -0.19330 1.13906 0.20792  0.05
H 2.40490 1.14031 1.16065  0.36
O 0.69636 1.62576 -0.79483  -0.53
C -1.34292 0.40243 -0.41288  -0.06
H -2.65125 0.71472 1.27269  0.24
O 0.74370 3.66306 0.15251  -0.59
H 2.63678 0.37886 -1.03176  0.22
O -5.70746 -1.20781 -0.02200  -0.37
H -2.18028 -1.36088 -3.18134  0.22
H 2.36321 2.10160 3.32557  0.21

***

Values of relative energy (zero: lowest compared OMol25 entry of this formula, charge and spin), in order: 18.3 254.8 499.8 140.5 256.1 32.5 0.0 395.7, all in kJ/mol.
Values of molar mass, in order: 315.8 379.9 397.7 365.8 658.7 610.3 262.4 342.4, all in g/mol.